Record 1
Molecular formula: C2H4NOP
Method: DFT, wB97M-V/def2-TZVPD

Properties
LUMO energy: -0.09 eV
SMILES: C=C=N.O=P
Energy relative to the best compared isomer or geometry (same formula, charge and spin): 53.4 kcal per mole
Frontier orbital gap: 8.57 eV

Positions of all 9 atoms, in Å:
C 0.66402 -0.66862 0.62665
C -0.57471 -0.47672 1.08322
N 1.78009 -0.80113 0.14611
O 0.45954 0.74066 -1.86886
P -0.57278 1.29309 -0.99417
H -1.51182 -0.69417 0.48297
H -0.77797 -0.03096 2.08010
H 2.50092 -0.19916 -0.09777
H -1.96728 0.83701 -1.45825

List of Mulliken charges in e, atom by atom: C 0.666; C -1.046; N -0.416; O -0.440; P 0.318; H 0.378; H 0.252; H 0.288; H 0.001

=====

Record 2
Molecular formula: C2H4NOP
Method: DFT, wB97M-V/def2-TZVPD

Properties
LUMO energy (spin up / spin down): -0.01 / -0.01 eV
Energy relative to the best compared isomer or geometry (same formula, charge and spin): 61.3 kcal per mole
Frontier orbital gap (spin up / spin down): 7.51 / 7.51 eV

Positions of all 9 atoms, in Å:
C -1.22835 -1.98012 -0.06978
C 1.20081 0.97383 -0.14651
N -1.39369 -0.80353 0.16021
O -0.08557 1.33001 0.35835
P -1.50121 0.74296 -0.14469
H 1.35280 0.97682 -1.16390
H -1.57390 -2.84232 0.68233
H 1.37633 -0.00292 0.07464
H 1.85278 1.60526 0.24935

List of Mulliken charges in e, atom by atom: C -0.184; C -0.760; N 0.057; O -0.286; P -0.033; H 0.381; H 0.191; H 0.317; H 0.316

=====

Record 3
Molecular formula: C2H4NOP
Method: DFT, wB97M-V/def2-TZVPD

Properties
LUMO energy: 0.50 eV
SMILES: O=PN1CC1
Energy relative to the best compared isomer or geometry (same formula, charge and spin): 22.1 kcal per mole
Frontier orbital gap: 10.38 eV

Positions of all 9 atoms, in Å:
C 0.29559 -0.58872 -0.60154
C 0.05916 0.92584 -0.68436
N -0.22343 0.17298 0.50406
O -0.56102 -1.25438 2.53757
P -0.64074 0.10055 2.15741
H -0.31225 -1.12369 -1.32388
H 1.37881 -0.84041 -0.60438
H 0.76621 1.67013 -0.74246
H -0.76232 0.93770 -1.24243

List of Mulliken charges in e, atom by atom: C -0.389; C -0.375; N -0.028; O -0.411; P 0.169; H 0.250; H 0.224; H 0.317; H 0.243

=====

Record 4
Molecular formula: C2H4NOS
Method: DFT, wB97M-V/def2-TZVPD

Properties
Total charge: -1
LUMO energy (spin up / spin down): 4.06 / 4.06 eV
SMILES: [O-]N1CCS1
Energy relative to the best compared isomer or geometry (same formula, charge and spin): 35.3 kcal per mole
Frontier orbital gap (spin up / spin down): 5.74 / 5.73 eV

Positions of all 9 atoms, in Å:
C 0.30881 0.52853 -0.31632
C 0.38419 -0.51986 0.70402
N -0.80081 -0.03015 -1.10893
O -1.79846 0.78119 -1.35294
S -1.13335 -1.42842 0.21280
H 0.22045 1.46385 0.34263
H 1.24912 0.54539 -0.82665
H 1.34176 -1.18400 0.66264
H 0.22829 -0.15654 1.68275

List of Mulliken charges in e, atom by atom: C -0.414; C -0.332; N -0.018; O -0.687; S -0.390; H 0.236; H 0.213; H 0.178; H 0.213

=====

Record 5
Molecular formula: C2H4NOS2
Method: DFT, wB97M-V/def2-TZVPD

Properties
Total charge: -1
LUMO energy (spin up / spin down): 3.17 / 2.33 eV
⟨S²⟩: 2.007
Energy relative to the best compared isomer or geometry (same formula, charge and spin): 19.2 kcal per mole
Frontier orbital gap (spin up / spin down): 3.19 / 7.13 eV
Multiplicity: 3

Positions of all 10 atoms, in Å:
C -2.29290 -0.92254 0.17897
C -0.44675 0.70533 -0.32550
N -1.77845 0.16326 -0.00458
O -3.06114 -1.73078 0.45384
S 2.46384 -0.79597 0.86979
S 2.62925 -0.58331 -1.16267
H -0.74285 1.67561 -0.87856
H 0.24866 0.80500 0.53400
H 0.01330 0.19131 -1.08995
H 2.96704 0.49209 1.42467

List of Mulliken charges in e, atom by atom: C 0.413; C -0.411; N -0.272; O -0.407; S -0.513; S -0.607; H 0.231; H 0.188; H 0.171; H 0.205

=====

Record 6
Molecular formula: C2H4NP
Method: DFT, wB97M-V/def2-TZVPD

Properties
LUMO energy: -0.73 eV
SMILES: N#[PH2].C#C
Energy relative to the best compared isomer or geometry (same formula, charge and spin): 118.3 kcal per mole
Frontier orbital gap: 8.56 eV

Positions of all 8 atoms, in Å:
C 1.73491 0.60329 -0.00362
C 1.55667 -0.44415 0.61178
N -1.13004 -0.07611 1.00138
P -1.79705 -0.19105 -0.30442
H 2.12597 1.44665 -0.48758
H -0.89658 -1.00859 -1.10079
H 0.94152 -1.13677 1.18864
H -2.53541 0.80674 -0.90539

List of Mulliken charges in e, atom by atom: C -0.473; C -0.324; N -0.406; P 0.169; H 0.384; H 0.122; H 0.425; H 0.104